Record 1
{"formula": "C13H12N2", "method": "ωB97M-V/def2-TZVPD", "energy_ev": -16652.2710, "relative_energy_ev": 1.616, "smiles": "C/C=C(\\N=C=C(C)C#N)c1ccccc1", "homo_lumo_gap_ev": 8.7, "max_force_ha_per_bohr": 0.0852, "lumo_ha": 0.0024, "homo_energy_ha": -0.3191, "symbols": ["C", "C", "C", "C", "C", "C", "C", "C", "C", "C", "C", "C", "C", "N", "N", "H", "H", "H", "H", "H", "H", "H", "H", "H", "H", "H", "H"], "xyz": [[0.7164, -3.2526, -2.3183], [0.5303, -1.7689, -0.5084], [-0.0462, 4.3657, -0.4469], [1.0901, 3.4415, -0.4886], [-1.2793, 3.8697, -0.0578], [0.9370, 2.0791, -0.2921], [-1.3655, 2.4985, 0.2853], [-0.3059, 1.6597, 0.1303], [-1.2558, -0.2983, 1.4141], [-0.5298, 0.2255, 0.4406], [-1.6378, -1.6480, 1.6058], [2.0312, -3.7334, -0.3518], [1.0885, -2.8006, -1.0576], [0.3745, -3.7099, -3.3187], [0.3988, -0.5583, -0.2730], [0.3295, 5.4081, -0.3483], [1.9897, 3.7896, -1.0057], [-2.1566, 4.4608, -0.1579], [1.6839, 1.3509, -0.2520], [-2.3235, 2.1477, 0.6466], [-1.7658, 0.4522, 1.9555], [-0.7872, -2.2440, 2.0050], [-2.5441, -1.7443, 2.1682], [-1.7286, -2.1573, 0.6526], [2.9830, -3.6732, -0.7794], [1.5786, -4.7604, -0.3651], [1.9942, -3.3999, 0.7175]], "forces_ev_per_a": [[-1.032, -0.212, -1.514], [-0.103, 4.371, 0.277], [2.899, -1.077, 1.441], [-1.166, 0.677, -1.574], [1.072, -0.977, -0.294], [-1.046, 1.986, 0.529], [-1.062, 2.008, -0.599], [-0.922, -1.404, 1.001], [-0.574, 2.538, -0.844], [1.866, -0.369, -0.222], [1.242, -2.722, -0.191], [-2.531, -0.324, 2.407], [0.705, -1.815, 0.236], [0.180, 0.058, -0.071], [-0.304, -2.656, -0.396], [-1.175, -0.478, -0.958], [0.033, 0.163, 0.857], [-0.592, 0.536, 0.547], [1.409, -0.612, -0.576], [0.007, -0.243, -0.209], [-0.574, 0.614, 0.903], [-0.553, 0.183, 0.570], [-0.232, -0.303, 0.455], [-0.551, -0.037, -0.404], [1.520, -0.185, -0.461], [0.807, 0.756, -0.127], [0.678, -0.476, -0.782]]}



Record 2
{"formula": "C5H8O2", "method": "ωB97M-V/def2-TZVPD", "energy_ev": -9408.8813, "relative_energy_ev": 0.951, "smiles": "CCCC(=O)C=O", "homo_lumo_gap_ev": 9.3, "max_force_ha_per_bohr": 0.0350, "lumo_ha": -0.0183, "homo_energy_ha": -0.3587, "symbols": ["C", "C", "C", "C", "C", "O", "O", "H", "H", "H", "H", "H", "H", "H", "H"], "xyz": [[-0.9234, -0.7083, 0.2796], [-0.6044, 0.7036, 0.7560], [-0.1484, 1.6046, -0.4682], [0.1940, -1.1993, -0.6304], [1.5626, -1.3320, 0.0336], [0.0364, -1.5511, -1.7739], [1.7888, -1.1509, 1.1965], [2.3423, -1.6524, -0.6867], [-0.9685, -1.3822, 1.1414], [-1.8540, -0.7320, -0.2895], [-1.4909, 1.1441, 1.2033], [0.1951, 0.6885, 1.4863], [0.7966, 1.3227, -0.9308], [-0.9303, 1.6300, -1.2185], [0.0042, 2.6147, -0.0987]], "forces_ev_per_a": [[0.469, -0.145, -0.255], [0.599, 0.827, -1.484], [-0.507, -0.130, 1.422], [-1.268, -0.240, 0.632], [0.698, -0.203, -0.614], [0.475, 0.150, 0.246], [-0.230, -0.026, -0.025], [0.050, 0.021, 0.082], [-0.157, -0.030, -0.123], [0.047, -0.109, 0.076], [-0.029, 0.076, 0.090], [0.006, -0.019, 0.205], [-0.038, -0.351, 0.036], [-0.053, -0.031, -0.245], [-0.063, 0.209, -0.043]]}



Record 3
{"formula": "C19H33N3O6S2", "method": "ωB97M-V/def2-TZVPD", "energy_ev": -58657.4554, "relative_energy_ev": 0.380, "smiles": "CCCCCCCC[C@]1(S)OC(=O)O[C@@]1(CCSc1nnco1)CCC(N)=O.CO", "homo_lumo_gap_ev": 9.3, "max_force_ha_per_bohr": 0.1282, "lumo_ha": -0.0076, "homo_energy_ha": -0.3493, "symbols": ["C", "C", "C", "C", "C", "C", "C", "C", "C", "S", "O", "C", "O", "O", "C", "C", "C", "S", "C", "N", "N", "C", "O", "C", "C", "C", "N", "O", "H", "H", "H", "H", "H", "H", "H", "H", "H", "H", "H", "H", "H", "H", "H", "H", "H", "H", "H", "H", "H", "H", "H", "H", "H", "H", "H", "H", "H", "C", "O", "H", "H", "H", "H"], "xyz": [[-2.0740, -3.9262, 3.8520], [-0.4643, -4.0313, 3.8738], [0.1662, -4.8155, 2.6201], [-0.3910, -4.3057, 1.1842], [0.5206, -3.0754, 0.7093], [-0.0418, -2.2575, -0.5500], [-1.5570, -1.7189, -0.3955], [-1.5461, -0.1139, -0.4474], [-1.4255, 0.6229, 0.9741], [-1.1298, -0.4395, 2.5061], [-2.8268, 1.0228, 1.2204], [-2.7809, 1.9413, 2.3125], [-3.5593, 2.0650, 3.2642], [-1.6105, 2.7305, 2.0848], [-0.8005, 2.1290, 1.0095], [-1.1083, 2.9449, -0.3307], [0.1058, 3.0050, -1.3789], [-0.3909, 2.7732, -3.1499], [1.2202, 2.9651, -4.0675], [1.5152, 3.6448, -5.2832], [2.8808, 3.4488, -5.3894], [3.3820, 2.6902, -4.2853], [2.3099, 2.3537, -3.4109], [0.6811, 2.0988, 1.6092], [1.4507, 3.5082, 1.5909], [2.9739, 3.1894, 1.1122], [3.6843, 2.0489, 1.7805], [3.5631, 3.8117, 0.2030], [-2.5554, -4.6001, 3.0465], [-2.5028, -4.2873, 4.8500], [-2.3427, -2.8251, 3.6828], [0.0415, -3.0045, 4.0153], [-0.1894, -4.6312, 4.8214], [1.2970, -4.5644, 2.6251], [0.1096, -5.9638, 2.7318], [-1.5127, -4.1070, 1.1772], [-0.2003, -5.1873, 0.4603], [1.5301, -3.5314, 0.3723], [0.7875, -2.4107, 1.6136], [0.6354, -1.3347, -0.6722], [0.0653, -2.8618, -1.5211], [-2.1113, -2.0615, -1.3517], [-2.1350, -2.1679, 0.4760], [-2.5647, 0.2025, -0.8950], [-0.7649, 0.2320, -1.2196], [0.2756, -0.4916, 2.5430], [-1.3719, 4.0242, -0.0351], [-2.0669, 2.5295, -0.8254], [0.6064, 4.0405, -1.2709], [0.8887, 2.2265, -1.0943], [4.4372, 2.3676, -4.0261], [1.2914, 1.2700, 1.0910], [0.6175, 1.7780, 2.7173], [1.5545, 4.0152, 2.6063], [1.0202, 4.2735, 0.8632], [3.2276, 1.9778, 2.7127], [3.4906, 1.1661, 1.2689], [-0.4754, -0.2297, -5.8905], [-1.7547, 0.0629, -5.3489], [-0.5917, -0.9592, -6.6923], [-0.0279, 0.6823, -6.2942], [0.1684, -0.6483, -5.1119], [-1.6237, 0.7088, -4.6436]], "forces_ev_per_a": [[0.297, 0.056, 0.068], [-0.049, -1.004, 0.521], [0.456, 0.694, -0.134], [1.172, -0.877, 0.100], [0.387, -0.599, -0.474], [0.134, 0.286, 0.740], [0.478, 0.103, -1.503], [-0.687, -0.425, -0.361], [-1.333, 1.123, -1.080], [1.509, 0.532, -0.806], [0.184, 0.536, 2.353], [-0.339, 0.610, 1.086], [2.951, -0.435, -4.116], [-1.599, -1.473, -0.047], [0.389, -0.888, 0.996], [-0.433, 0.364, -0.558], [1.247, 0.569, 1.275], [1.323, 0.302, -0.622], [0.191, 0.893, -0.779], [0.680, -3.432, 5.585], [2.007, -2.671, 3.582], [-3.079, 2.142, -2.525], [0.176, 2.166, -3.557], [-0.094, 0.246, 0.427], [1.579, -0.282, -0.678], [1.318, 0.921, -2.038], [-1.974, 1.213, 0.014], [-2.306, -2.009, 2.885], [0.873, 1.216, 1.173], [0.588, 0.728, -1.366], [-0.013, -1.758, 0.167], [-0.938, -1.476, -0.421], [-0.236, 0.955, -1.461], [-1.677, -0.556, -0.045], [-0.286, 1.887, -0.111], [1.574, -0.087, 0.159], [-0.454, 1.473, 0.915], [-1.507, 0.685, 0.600], [-0.691, -0.885, -1.503], [-0.882, -1.353, 0.064], [-0.185, 0.717, 1.568], [0.742, 0.625, 1.551], [0.950, 0.857, -1.001], [1.625, -0.260, 0.918], [-0.950, -0.488, 1.396], [-1.493, 0.125, -0.247], [0.434, -1.692, -0.291], [1.548, 0.507, 0.891], [-0.704, -1.748, -0.366], [-1.018, 0.978, -0.549], [-1.749, 0.583, -0.496], [-0.954, 1.405, 0.509], [-0.235, 0.400, -1.901], [-0.466, -0.859, -1.173], [0.619, -1.136, 1.021], [0.493, -0.392, -0.802], [0.371, 0.854, 0.387], [-0.049, 0.230, 0.216], [-0.145, -0.005, 0.090], [-0.079, 0.074, 0.099], [0.195, -0.112, -0.090], [0.190, -0.050, -0.138], [-0.076, -0.102, -0.111]]}



Repeat the second record exactly.
{"formula": "C5H8O2", "method": "ωB97M-V/def2-TZVPD", "energy_ev": -9408.8813, "relative_energy_ev": 0.951, "smiles": "CCCC(=O)C=O", "homo_lumo_gap_ev": 9.3, "max_force_ha_per_bohr": 0.0350, "lumo_ha": -0.0183, "homo_energy_ha": -0.3587, "symbols": ["C", "C", "C", "C", "C", "O", "O", "H", "H", "H", "H", "H", "H", "H", "H"], "xyz": [[-0.9234, -0.7083, 0.2796], [-0.6044, 0.7036, 0.7560], [-0.1484, 1.6046, -0.4682], [0.1940, -1.1993, -0.6304], [1.5626, -1.3320, 0.0336], [0.0364, -1.5511, -1.7739], [1.7888, -1.1509, 1.1965], [2.3423, -1.6524, -0.6867], [-0.9685, -1.3822, 1.1414], [-1.8540, -0.7320, -0.2895], [-1.4909, 1.1441, 1.2033], [0.1951, 0.6885, 1.4863], [0.7966, 1.3227, -0.9308], [-0.9303, 1.6300, -1.2185], [0.0042, 2.6147, -0.0987]], "forces_ev_per_a": [[0.469, -0.145, -0.255], [0.599, 0.827, -1.484], [-0.507, -0.130, 1.422], [-1.268, -0.240, 0.632], [0.698, -0.203, -0.614], [0.475, 0.150, 0.246], [-0.230, -0.026, -0.025], [0.050, 0.021, 0.082], [-0.157, -0.030, -0.123], [0.047, -0.109, 0.076], [-0.029, 0.076, 0.090], [0.006, -0.019, 0.205], [-0.038, -0.351, 0.036], [-0.053, -0.031, -0.245], [-0.063, 0.209, -0.043]]}